Entry 1:
# C3H3BrO

A cluster of 2 separate species, C3H3BrO in total in a non-equilibrium geometry (ωB97M-V with the def2-TZVPD basis set, the Open Molecules 2025 dataset).

## Properties
- M: 134.96 g mol⁻¹
- E_tot: -75245.121 eV
- Largest force on an atom: 0.063 hartree/bohr
- ΔE to the lowest compared entry with this formula, charge and spin: 78.6 kcal/mol
- Orbital gap (alpha / beta): 6.0 / 6.0 eV
- LUMO level (alpha / beta): -2.45 / -2.45 eV

```
8
Properties=species:S:1:pos:R:3:forces:R:3
C -0.47053 1.38122 -1.24280 0.3010 1.2693 -0.8339
C 0.00741 0.47847 -0.63658 0.6421 -0.8472 0.1053
C 0.35360 -0.67528 0.01373 -1.0089 -1.5039 2.6779
O -0.65288 -1.60365 0.04781 2.9268 1.2076 0.5365
Br 0.25092 1.32352 2.34561 0.1263 -0.9401 -0.6610
H -0.55861 2.30538 -1.73749 -0.5823 0.4356 -0.3217
H 1.33552 -0.93961 0.56790 -1.6665 0.8003 -1.3566
H -0.26543 -2.27005 0.64182 -0.7384 -0.4217 -0.1465
```
Positions in Å, forces in eV/Å.

Mulliken population analysis, charges in e, atoms 1 to 5: number 1, C, carries 0.23; number 2, C, carries -0.55; number 3, C, carries -0.05; number 4, O, carries -0.34; number 5, Br, carries -0.54

Entry 2:
# C6H15N3

A cluster of 3 separate species, C6H15N3 in total in a non-equilibrium geometry (ωB97M-V with the def2-TZVPD basis set, the Open Molecules 2025 dataset).

## Properties
- M: 129.21 g mol⁻¹
- E_tot: -10932.062 eV
- Largest force on an atom: 0.070 hartree/bohr
- ΔE to the lowest compared entry with this formula, charge and spin: 88.7 kcal/mol
- SMILES: N=C=CN.C=CN.CC
- Orbital gap: 7.9 eV
- LUMO level: 0.93 eV

```
24
Properties=species:S:1:pos:R:3:forces:R:3
C 1.17691 1.33028 0.28200 0.8819 -0.1051 -0.1768
C -1.21996 0.11629 -1.09919 -0.2585 -0.6800 0.4019
C 2.14950 0.52790 -0.22683 0.1263 1.3624 0.2639
C -2.32560 0.93117 -0.44311 0.0051 -0.1515 -0.0726
N 0.76882 2.50329 -0.28059 -0.4622 -0.2984 -0.1878
H 0.69702 1.07064 1.21748 0.1943 0.2658 0.2841
H -0.14390 2.85684 -0.04165 0.0201 -0.0520 -0.0871
H 1.05350 2.67205 -1.23402 0.0289 0.0829 0.0861
H -0.62836 0.72840 -1.77701 0.3262 -0.0943 0.2436
H -1.64729 -0.68393 -1.70310 -0.1012 -0.0298 -0.0628
H 1.65817 -1.15375 -0.30829 -1.0570 -3.4196 0.1390
H 2.85277 0.09449 0.46564 -0.2584 -0.6468 0.1420
H 2.53589 0.72980 -1.21708 0.1475 0.2027 -0.0892
H -1.91846 1.65945 0.25989 -0.0836 0.0815 0.0270
H -2.99003 0.27508 0.11917 -0.0787 0.0411 0.0485
H -2.92590 1.45778 -1.18565 -0.0347 0.0731 0.0634
C -0.29469 -1.64601 1.41467 0.2970 -1.8792 0.6631
C 0.48466 -2.54534 0.80846 -0.4954 0.9083 0.2473
N -0.74384 -1.11686 2.44009 0.3206 1.2033 0.1607
N 1.30100 -2.25774 -0.27052 1.3020 2.3926 -0.6112
H -1.62501 -0.61240 2.35474 -0.3045 -0.3789 -0.1979
H 2.04685 -2.93716 -0.36773 -0.0351 0.2932 -0.0717
H -0.63492 -0.41344 -0.30755 -0.1912 0.7022 -1.0352
H 0.37284 -3.58682 1.10019 -0.2893 0.1266 -0.1783
```
Positions in Å, forces in eV/Å.

Mulliken population analysis, charges in e, atoms 1 to 5: number 1, C, carries 0.03; number 2, C, carries -0.33; number 3, C, carries -1.12; number 4, C, carries -1.05; number 5, N, carries -0.40

Entry 3:
# C18H42N6O6

A cluster of 6 separate species, C18H42N6O6 in total in a non-equilibrium geometry (ωB97M-V with the def2-TZVPD basis set, the Open Molecules 2025 dataset).

## Properties
- M: 438.57 g mol⁻¹
- E_tot: -40570.500 eV
- Largest force on an atom: 0.087 hartree/bohr
- ΔE to the lowest compared entry with this formula, charge and spin: 35.5 kcal/mol
- Orbital gap (alpha / beta): 1.7 / 9.1 eV
- 2S+1: 2
- LUMO level (alpha / beta): 2.29 / 2.25 eV
- Net charge: -1

```
72
Properties=species:S:1:pos:R:3:forces:R:3
C -10.09854 -8.17046 -11.38412 0.1195 -0.0166 -0.9614
O -10.96362 -8.52727 -10.61213 -0.5844 0.0769 0.7466
N -9.93800 -8.71077 -12.60718 -1.1415 -0.5433 -1.5530
C -11.06629 -9.47057 -13.24050 -0.0565 -0.9054 1.5709
C -8.82576 -8.40701 -13.46593 0.1378 0.3468 -0.5982
H -9.39614 -7.34366 -11.19640 0.2072 -0.2170 0.3070
H -12.01552 -9.21408 -12.77010 0.1798 0.3135 0.1801
H -10.94318 -10.53010 -13.01616 0.1167 -0.2224 0.1682
H -11.26705 -9.48975 -14.31168 0.9737 1.0391 -0.2070
H -9.16933 -7.79767 -14.30186 0.0529 0.2818 -0.0730
H -8.03778 -7.87786 -12.93004 -0.0790 -0.0106 0.0881
H -8.39576 -9.30590 -13.90772 -0.0031 -0.1291 0.3207
C -8.73317 -8.73154 -5.96024 0.3343 0.0988 0.4757
O -7.94700 -8.43549 -5.05805 -0.3050 -0.4837 -0.5853
N -9.79268 -8.02799 -6.32873 -2.0002 0.6793 -0.0229
C -10.73072 -8.52198 -7.35857 1.1338 -0.7990 -0.4509
C -10.27082 -6.88405 -5.55369 0.0032 0.1115 -0.1375
H -8.70428 -9.62904 -6.59732 0.7168 -0.2515 0.1907
H -10.22068 -8.81598 -8.27592 0.3316 1.2183 -0.2359
H -11.49691 -7.77646 -7.57132 0.1471 -0.2957 0.1118
H -11.10186 -9.53102 -7.17914 -0.8616 0.1877 1.1169
H -10.30413 -5.99828 -6.18806 0.5876 0.2298 0.0885
H -11.31373 -6.96366 -5.24690 -0.0956 -0.7038 0.0621
H -9.66070 -6.77762 -4.65674 0.1223 0.2409 -0.3043
C -8.18156 -11.44859 -11.74135 0.0340 0.9214 -0.3354
O -7.46558 -11.16796 -12.67980 0.2577 -0.5446 -0.6290
N -8.05123 -10.88141 -10.53978 0.1400 -0.3434 1.2789
C -9.03554 -11.09297 -9.50954 -0.5738 0.5145 0.3926
C -7.00052 -9.95849 -10.19002 0.9642 0.8832 -0.0531
H -9.06736 -12.09923 -11.80634 0.1178 -0.2055 -0.0405
H -8.52459 -11.15162 -8.54850 -0.1115 -0.5357 0.0664
H -9.71291 -11.92285 -9.71098 0.4674 -0.3571 0.0158
H -9.72295 -10.25110 -9.42700 0.1226 0.2506 -0.2005
H -6.10141 -10.00130 -10.80474 -0.5377 -0.1971 -0.6785
H -7.35155 -8.92683 -10.16643 -0.2083 0.1836 -0.3328
H -6.55043 -10.06498 -9.20301 -0.6422 -0.7555 0.4275
C -7.10585 -9.37863 -1.86128 0.0982 -0.0266 0.6939
O -7.86216 -9.84065 -1.02060 -0.0133 -0.2890 -0.3537
N -6.23702 -8.39297 -1.55902 1.3941 0.8831 0.1948
C -5.96707 -7.95956 -0.16608 -1.1656 -1.0974 -0.8540
C -5.56572 -7.53730 -2.55415 -1.0082 -0.2601 0.2400
H -7.00197 -9.75936 -2.88911 -0.3264 0.2480 -0.0394
H -6.66419 -7.16141 0.08901 0.6362 0.6639 0.0386
H -4.89199 -7.78692 -0.11620 -0.2506 0.5791 0.3127
H -6.24836 -8.73644 0.54486 0.1782 -0.3387 -0.2940
H -6.00957 -6.54412 -2.48557 0.0607 0.2371 0.0536
H -4.50165 -7.43665 -2.34033 0.0465 -0.2656 -0.1736
H -5.79034 -7.86246 -3.56998 0.2437 -0.3010 0.0783
C -15.27716 -6.77453 -8.10559 -1.5680 -0.3781 4.2003
O -15.66083 -7.17535 -6.95654 0.6062 1.2437 -2.6851
N -14.59708 -7.51743 -8.92603 1.7530 -1.9118 -1.3851
C -14.10275 -8.86918 -8.55959 -1.5038 0.2036 -0.2492
C -13.96513 -7.01050 -10.13158 0.0638 -0.2645 -0.3198
H -15.48489 -5.75074 -8.45331 -0.0183 -0.1354 -0.0829
H -14.60127 -9.58957 -9.20816 0.1235 -0.0011 -0.4368
H -14.50453 -9.14151 -7.58362 0.7508 0.3642 0.2640
H -13.03166 -8.94839 -8.74556 -0.0943 0.0768 0.4159
H -14.64507 -6.37594 -10.70001 0.2729 0.3554 0.2377
H -12.98977 -6.59019 -9.88638 -0.0910 0.5944 -0.1411
H -13.70234 -7.83686 -10.79202 -0.2761 -0.1777 0.0690
C -13.01410 -8.80557 -0.50656 0.6793 -1.1435 0.3598
O -12.88083 -10.01442 -0.68900 -0.6897 1.2112 0.1298
N -12.12023 -7.87686 -0.84562 2.1656 -0.2020 -2.2073
C -10.91868 -8.20412 -1.73507 -0.2261 0.6454 1.4422
C -12.32561 -6.46999 -0.56974 -0.0752 -0.6790 0.5912
H -13.80423 -8.28614 0.05745 -0.6183 -0.6493 0.0797
H -10.02577 -8.11996 -1.11560 0.0853 0.3259 0.1070
H -10.86389 -7.44289 -2.51330 -0.1100 -0.1863 -0.1091
H -10.79483 -9.21408 -2.12591 -1.0776 0.0553 0.0399
H -13.10174 -6.44638 0.19523 -0.2745 0.4235 -0.2298
H -11.44857 -6.04323 -0.08313 0.1961 0.0525 -0.2512
H -12.59521 -5.90440 -1.46165 -0.0349 0.0833 0.0542
```
Positions in Å, forces in eV/Å.

Mulliken population analysis, charges in e, atoms 1 to 5: number 1, C, carries -1.57; number 2, O, carries 0.13; number 3, N, carries 2.21; number 4, C, carries -1.90; number 5, C, carries -1.52

Entry 4:
# C40H56BN2O38

A cluster of 13 separate species, C40H56BN2O38 in total in a non-equilibrium geometry (ωB97M-V with the def2-TZVPD basis set, the Open Molecules 2025 dataset).

## Properties
- M: 1183.68 g mol⁻¹
- E_tot: -123848.193 eV
- Largest force on an atom: 0.021 hartree/bohr
- Orbital gap: 8.8 eV
- LUMO level: -2.97 eV
- Net charge: +1

```
137
Properties=species:S:1:pos:R:3:forces:R:3
O 5.39619 -1.51693 0.99092 -0.2882 -0.2481 0.1718
B 5.23145 -0.21983 1.39463 -0.3139 -0.0234 -0.6266
O 6.17165 0.24300 2.21434 0.3674 0.3251 0.8977
C 4.00588 0.63949 0.83866 0.4518 -0.3194 0.3207
C 2.67028 0.11769 1.15415 -0.7415 -0.2841 0.1962
C 1.44904 0.69111 1.11132 -0.1203 0.7884 -0.1654
N 0.50292 -0.23174 1.45773 0.1256 -0.3230 0.1243
C 1.10772 -1.37792 1.73329 0.1279 0.4508 -0.2121
N 2.40258 -1.16874 1.55400 0.4019 -0.9487 0.2425
H 4.80516 -1.77261 0.28177 0.2150 -0.1459 -0.5086
H 5.96824 1.07672 2.65104 0.2065 0.1053 -0.1685
H 4.05402 1.65933 1.17031 0.1133 0.5966 0.1484
H 4.11755 0.65740 -0.23490 0.0478 0.0888 -0.6001
H 1.20046 1.67933 0.82071 -0.2731 0.4984 -0.2187
H -0.49046 -0.08209 1.48166 -0.1743 0.0858 -0.0218
H 0.65935 -2.29369 2.02671 -0.2872 -0.4504 0.1812
H 3.10208 -1.87356 1.72064 0.2055 -0.1366 0.0463
C 8.46808 -3.53889 1.60674 -0.0757 0.0081 -0.0296
C 7.37984 -3.50482 2.65332 0.0389 0.0529 0.1445
O 7.45412 -4.82643 3.21030 -0.0388 0.1025 -0.0176
C 8.70001 -5.30795 3.00304 -0.0536 0.1046 -0.1269
O 9.14230 -6.29237 3.49399 -0.0079 -0.1175 0.0182
O 9.37870 -4.50905 2.14129 -0.0608 0.0661 -0.0927
H 8.96763 -2.58741 1.45858 0.1357 -0.0365 0.0363
H 8.06087 -3.89685 0.65880 0.1749 -0.0600 -0.0747
H 7.57111 -2.78025 3.44544 0.0235 0.0151 0.0006
H 6.40900 -3.32269 2.21336 -0.1574 -0.1390 0.1112
C -1.00762 0.36220 -3.67325 -0.2077 0.0755 0.2105
C -1.93065 1.07185 -2.69355 -0.2398 -0.3759 -0.2754
O -1.00317 1.40981 -1.62485 -0.2129 -0.0598 0.1043
C 0.22996 1.47263 -2.14576 -0.3082 0.2329 0.0749
O 1.16563 1.94377 -1.55526 0.2310 -0.0327 0.0579
O 0.27012 0.98146 -3.37424 0.0957 -0.1985 -0.2932
H -1.25823 0.51950 -4.71548 0.0785 0.1361 -0.0432
H -0.92767 -0.70647 -3.47948 0.0504 -0.0187 0.0135
H -2.33978 1.99871 -3.08984 0.1306 -0.9104 0.0417
H -2.73164 0.44378 -2.32018 0.1335 -0.1140 0.1596
C -6.12406 -2.48757 -1.45841 0.1731 0.0797 0.0923
C -5.32669 -1.23392 -1.14464 -0.0996 -0.1069 -0.1871
O -4.36002 -1.22571 -2.21937 0.0465 0.1791 0.4194
C -4.86093 -1.94472 -3.25812 0.0875 0.1753 0.1259
O -4.35237 -1.97065 -4.33268 0.0455 -0.0428 -0.1518
O -5.96556 -2.59062 -2.88569 -0.2323 -0.2461 0.0603
H -7.16840 -2.40496 -1.19363 -0.1146 0.0498 -0.1821
H -5.69406 -3.38040 -1.00071 0.0210 -0.0062 -0.0252
H -5.94042 -0.33960 -1.21336 -0.0437 0.0301 -0.0286
H -4.82223 -1.25797 -0.18275 0.1427 -0.0813 -0.0610
C -0.72255 4.71362 -2.84471 -0.0002 0.2070 0.1282
C -1.29717 5.26904 -1.55263 0.1123 -0.0988 -0.0654
O -2.70968 5.08824 -1.75083 -0.0239 -0.0107 -0.0355
C -2.90015 4.09506 -2.64654 0.2985 0.6170 0.3111
O -3.93668 3.57702 -2.89297 -0.2412 -0.1327 -0.0680
O -1.71955 3.75104 -3.21784 0.2346 0.7662 -0.2885
H 0.23499 4.22035 -2.72113 -0.0854 -0.1375 0.0067
H -0.64337 5.46907 -3.62703 -0.0546 0.0043 -0.0175
H -0.99351 4.68685 -0.68179 0.0196 -0.0123 -0.0134
H -1.05666 6.31385 -1.38679 -0.1532 0.0596 -0.0363
C -8.65016 -5.30680 0.62037 -0.1644 0.0789 0.0162
C -10.16866 -5.26394 0.54125 0.1471 0.0511 0.0159
O -10.45483 -3.96212 1.08053 -0.1936 -0.1456 -0.0568
C -9.37031 -3.17183 0.93001 0.0684 -0.1905 0.0378
O -9.33590 -2.00620 1.13416 -0.0082 0.1501 0.0327
O -8.31173 -3.91270 0.52348 0.1971 -0.2008 -0.0494
H -8.18442 -5.85899 -0.18978 0.0303 0.0939 -0.0799
H -8.29454 -5.68781 1.57771 -0.0297 0.0009 0.0304
H -10.53978 -5.30521 -0.48248 0.0244 0.0103 -0.0284
H -10.65608 -6.02955 1.13799 -0.0263 0.0664 0.1045
C 3.83870 5.49390 -1.29393 -0.2147 -0.0587 -0.0326
C 2.51450 4.75420 -1.29598 0.1886 0.0254 -0.0401
O 1.58986 5.80911 -1.01522 -0.2528 -0.1673 0.1476
C 2.13739 6.98722 -1.41954 0.1414 -0.3010 -0.0929
O 1.51521 7.99213 -1.51838 -0.0873 0.2414 0.0204
O 3.43736 6.81807 -1.70234 0.1219 -0.0308 0.0194
H 4.56736 5.08419 -1.98517 0.0163 0.1775 -0.1302
H 4.26657 5.53978 -0.29822 0.1184 0.1414 0.0196
H 2.25554 4.31728 -2.25950 0.1621 -0.0402 -0.0536
H 2.44440 3.98078 -0.53870 -0.0847 0.0230 0.0880
C -1.69067 9.54982 -1.31904 -0.1640 -0.0874 -0.0122
C -2.96903 8.72130 -1.31126 0.2188 0.0963 -0.0045
O -3.96982 9.71644 -1.09105 -0.0825 -0.1734 0.0500
C -3.49100 10.91848 -1.50173 0.1537 -0.1821 0.0250
O -4.13553 11.90458 -1.60312 -0.0967 0.1308 -0.0151
O -2.16869 10.81877 -1.77617 0.1696 0.0087 -0.0292
H -0.92115 9.16944 -1.98396 0.0156 0.1235 -0.0955
H -1.26759 9.67006 -0.32071 -0.0178 0.0119 0.0230
H -3.15901 8.23491 -2.26985 0.0011 0.0057 -0.0234
H -2.99201 7.97757 -0.51921 -0.1606 0.0537 0.0787
C 8.24791 -4.95170 -2.82187 -0.1798 -0.0625 0.0733
C 6.86919 -5.56901 -2.63091 0.1223 0.1079 -0.0640
O 6.12455 -4.46120 -2.09057 -0.0530 -0.1779 0.0241
C 6.72877 -3.31039 -2.46549 0.0561 -0.2414 0.1105
O 6.26214 -2.22850 -2.30152 -0.1434 0.1828 0.0996
O 7.92425 -3.56566 -3.01772 0.1833 0.0530 -0.0935
H 8.78942 -5.32931 -3.68232 -0.0301 0.0839 -0.0929
H 8.87278 -5.04001 -1.93248 -0.0058 0.0031 0.0201
H 6.41113 -5.86719 -3.57342 0.0038 0.0119 -0.0287
H 6.84925 -6.40290 -1.93697 -0.0335 0.0589 0.1087
C 3.92336 4.85867 4.22562 0.1071 0.0862 -0.3296
C 3.26038 5.87775 3.30785 0.1238 -0.1518 0.0822
O 4.22533 5.99343 2.24692 -0.2457 0.3406 -0.0813
C 4.98106 4.88868 2.20249 -0.2016 -0.1762 0.6952
O 5.75527 4.61541 1.34751 0.0867 -0.1858 -0.2680
O 4.72321 4.10454 3.28656 -0.0741 -0.0444 0.0792
H 3.22673 4.20009 4.73336 -0.0006 -0.1077 -0.0760
H 4.58985 5.31727 4.95355 0.0224 0.0503 0.0096
H 2.32274 5.51535 2.88471 -0.0025 -0.0227 -0.0109
H 3.09928 6.84749 3.76518 0.1039 0.0824 -0.0417
C -13.24585 -5.36454 4.41787 0.2277 -0.0426 -0.0076
C -11.91378 -4.80515 3.94132 -0.1880 -0.0321 0.0571
O -11.00949 -5.87508 4.25382 0.1400 0.1815 -0.0453
C -11.70847 -7.03418 4.31048 -0.0770 0.2025 -0.0465
O -11.22005 -8.11248 4.36568 0.0582 -0.1424 0.0003
O -13.03276 -6.77770 4.27622 -0.2427 0.0024 0.0499
H -14.09521 -5.05751 3.81651 -0.0109 -0.0949 -0.0858
H -13.44412 -5.14136 5.46632 0.0263 -0.0202 0.0270
H -11.88986 -4.63645 2.86732 -0.0628 0.0521 -0.0323
H -11.61061 -3.89705 4.45287 0.1025 -0.0476 0.0800
C 13.16936 -6.76521 3.03649 -0.0716 0.0356 0.1278
C 12.20122 -6.15851 4.04000 0.2730 -0.0063 -0.0566
O 13.09978 -5.67364 5.05126 -0.2085 -0.0143 0.1009
C 14.31617 -5.46792 4.50126 -0.1583 -0.0782 -0.1100
O 15.21988 -4.91389 5.03055 0.1028 0.0695 0.0693
O 14.35141 -5.98385 3.24975 0.0306 -0.0963 -0.1920
H 12.84646 -6.67368 2.00411 0.0582 0.0994 -0.0373
H 13.39544 -7.80965 3.25482 0.0006 -0.0112 0.0276
H 11.65177 -5.31531 3.62639 -0.0091 0.0433 -0.0300
H 11.50062 -6.86620 4.46495 0.0209 -0.0255 0.1281
C -8.45163 2.22956 -4.26063 0.0682 -0.1611 -0.0709
C -8.32766 1.02878 -5.18951 -0.0396 0.1054 0.1538
O -7.90588 -0.00126 -4.27972 0.0445 -0.0679 -0.2594
C -8.29469 0.33359 -3.03629 0.0139 0.0326 -0.0529
O -8.23262 -0.39018 -2.09219 0.0264 -0.0296 0.0733
O -8.74688 1.59733 -3.00375 -0.0844 0.2705 0.0097
H -9.24893 2.91624 -4.52395 -0.1073 -0.0460 0.0677
H -7.51575 2.77956 -4.15956 0.0339 -0.0186 -0.0009
H -9.28283 0.73550 -5.62443 -0.0329 0.0058 0.0096
H -7.59130 1.14907 -5.97694 0.1084 -0.0528 0.0534
```
Positions in Å, forces in eV/Å.

Mulliken population analysis, charges in e, atoms 1 to 5: number 1, O, carries -0.16; number 2, B, carries 0.20; number 3, O, carries -0.47; number 4, C, carries -0.42; number 5, C, carries 0.46